Entry from the OMol25 dataset: a 2-piece molecular cluster, C2H10N2O2 overall (the ωB97M-V functional and the def2-TZVPD basis).

The geometry in XYZ format:
```
16
Properties=species:S:1:pos:R:3
O -0.110 0.775 0.863
O -0.542 -1.629 0.027
N 1.812 -2.127 0.043
N -0.920 2.702 -0.232
C -1.128 1.329 -0.008
C 0.645 -1.864 -0.782
H 0.723 -1.028 -1.407
H 2.162 -1.238 0.267
H -0.441 -0.850 0.560
H -0.809 3.299 0.622
H 0.047 2.860 -0.684
H -2.064 1.235 0.471
H 1.659 -2.690 0.856
H 0.247 -2.679 -1.372
H -0.195 1.146 1.754
H -1.085 0.760 -0.977
```

The calculation puts the energy above the lowest of the compared OMol25 structures with the same formula, charge and spin at 27.0 kcal/mol. As for the HOMO energy: -9.1 eV. The SMILES is NCO.NCO. The calculated total energy is -342.15079 Eh. The HOMO-LUMO gap is 9.6599 eV.

Results of the Mulliken charge analysis, in e, for atoms 1 through 6:
1. O -0.5913
2. O -0.5921
3. N -0.5655
4. N -0.6407
5. C -0.1818
6. C -0.2777

Entry from the OMol25 dataset: a 3-piece molecular cluster, C2H10N2O3 overall (the ωB97M-V functional and the def2-TZVPD basis).

The geometry in XYZ format:
```
17
Properties=species:S:1:pos:R:3
O 0.101 2.755 0.013
O 1.680 0.542 4.996
O 0.663 0.447 -1.679
N -0.494 -0.228 0.192
N -1.029 -1.664 -3.179
C 0.063 -0.508 -1.134
C -0.629 -1.710 -1.768
H 0.949 0.399 5.606
H -0.240 2.814 -0.802
H -1.285 -2.091 -0.944
H -0.290 0.726 0.641
H -1.491 -0.856 -3.379
H 0.173 -2.438 -1.587
H 2.371 0.783 5.546
H 0.407 3.557 0.373
H -0.231 -1.553 -3.684
H -0.718 -0.978 0.788
```

The calculation puts the energy above the lowest of the compared OMol25 structures with the same formula, charge and spin at 53.0 kcal/mol. As for the HOMO energy: -9.4 eV. The SMILES is NCC(N)=O.O.O. The calculated total energy is -417.38905 Eh. The HOMO-LUMO gap is 10.2386 eV.

Results of the Mulliken charge analysis, in e, for atoms 1 through 6:
1. O -0.5583
2. O -0.6235
3. O -0.6021
4. N -0.3931
5. N -0.5547
6. C 0.5486

Entry from the OMol25 dataset: a 3-piece molecular cluster, C2H10N2O3 overall (the ωB97M-V functional and the def2-TZVPD basis).

The geometry in XYZ format:
```
17
Properties=species:S:1:pos:R:3
O -0.499 -0.175 -0.750
O 0.735 3.371 0.464
O 2.048 1.244 -2.135
N -2.367 -1.326 -0.136
N -0.390 -1.811 1.036
C 0.831 -1.277 1.569
C -0.996 -0.949 0.041
H 1.022 -1.463 2.577
H 1.526 2.017 -2.308
H 1.390 3.871 0.817
H 0.838 -0.185 1.438
H 1.607 -1.842 0.932
H -2.861 -1.934 0.407
H 1.389 0.548 -1.865
H -0.852 -2.344 1.722
H -2.903 -1.400 -1.051
H 0.847 2.535 0.732
```

The calculation puts the energy above the lowest of the compared OMol25 structures with the same formula, charge and spin at 42.5 kcal/mol. As for the HOMO energy: -10.0 eV. The SMILES is CNC(N)=O.O.O. The calculated total energy is -417.40574 Eh. The HOMO-LUMO gap is 10.5678 eV.

Results of the Mulliken charge analysis, in e, for atoms 1 through 6:
1. O -0.5218
2. O -0.5712
3. O -0.6500
4. N -0.4332
5. N -0.2193
6. C -0.6188

Entry from the OMol25 dataset: C2H10N2P as an isolated structure (the ωB97M-V functional and the def2-TZVPD basis).

The geometry in XYZ format:
```
15
Properties=species:S:1:pos:R:3
P -0.615 -0.729 -0.041
N 1.886 -1.502 0.678
N -0.816 1.339 1.144
C 1.098 -0.592 0.221
C -1.041 0.341 -1.493
H -1.110 1.938 0.291
H -2.058 0.788 -1.289
H 1.670 0.263 0.054
H 1.510 -2.392 0.993
H -0.970 -0.406 -2.284
H -0.462 -1.912 -0.742
H -0.216 0.997 -1.825
H 2.833 -1.186 0.842
H -1.527 1.113 1.720
H -0.182 1.939 1.732
```

The calculation puts the energy above the lowest of the compared OMol25 structures with the same formula, charge and spin at 56.8 kcal/mol. As for the HOMO energy: -12.9 eV. The calculated total energy is -532.75164 Eh. As for the total charge: +1. The HOMO-LUMO gap is 8.3025 eV.

Results of the Mulliken charge analysis, in e, for atoms 1 through 6:
1. P 0.1129
2. N -0.2547
3. N -0.7605
4. C 0.0869
5. C -1.1228
6. H 0.2858

Entry from the OMol25 dataset: a 2-piece molecular cluster, C2H10N2S overall (the ωB97M-V functional and the def2-TZVPD basis).

The geometry in XYZ format:
```
15
Properties=species:S:1:pos:R:3
S 2.388 1.521 1.261
N -1.859 -0.276 -0.478
N -0.126 -0.784 -2.152
C 0.973 0.982 2.282
C -0.504 -0.847 -0.779
H 0.073 1.047 1.714
H -0.452 -1.873 -0.432
H 1.135 -0.004 2.712
H -2.185 0.168 -1.324
H 0.391 -0.021 -2.546
H 0.194 -0.169 -0.279
H -0.398 -1.478 -2.821
H 1.984 1.016 0.073
H -2.510 -1.031 -0.293
H 0.896 1.748 3.061
```

The calculation puts the energy above the lowest of the compared OMol25 structures with the same formula, charge and spin at 15.0 kcal/mol. As for the expectation value of S²: 0.750. As for the HOMO energy (spin up / spin down): 1.5 / -5.0 eV. The calculated total energy is -589.80865 Eh. As for the total charge: -1. The HOMO-LUMO gap (spin up / spin down) is 2.0437 / 8.6790 eV. Its spin multiplicity is 2.

Results of the Mulliken charge analysis, in e, for atoms 1 through 6:
1. S -0.8475
2. N -0.8462
3. N -0.4678
4. C -1.0878
5. C 0.6508
6. H -0.1432

Entry from the OMol25 dataset: a 2-piece molecular cluster, C2H10N2S2 overall (the ωB97M-V functional and the def2-TZVPD basis).

The geometry in XYZ format:
```
16
Properties=species:S:1:pos:R:3
S -2.401 -1.542 0.386
S -3.369 0.095 -0.510
N 0.819 0.213 1.547
N 2.288 0.172 -0.395
C 1.391 -0.607 0.487
C -1.894 1.122 -0.893
H -1.135 0.458 -1.291
H -1.551 1.637 0.000
H 3.227 -0.012 -0.074
H -2.122 -2.149 -0.789
H 2.157 -0.120 -1.337
H 1.358 0.124 2.392
H 0.875 1.176 1.253
H 1.919 -1.427 0.970
H 0.589 -1.026 -0.119
H -2.151 1.886 -1.626
```

The calculation puts the energy above the lowest of the compared OMol25 structures with the same formula, charge and spin at 8.0 kcal/mol. As for the HOMO energy: -8.9 eV. The SMILES is CSS.NCN. The calculated total energy is -988.06212 Eh. The HOMO-LUMO gap is 9.5046 eV.

Results of the Mulliken charge analysis, in e, for atoms 1 through 6:
1. S -0.2223
2. S -0.0793
3. N -0.5367
4. N -0.5964
5. C -0.2697
6. C -0.6180

Entry from the OMol25 dataset: a 2-piece molecular cluster, C2H10N3 overall (the ωB97M-V functional and the def2-TZVPD basis).

The geometry in XYZ format:
```
15
Properties=species:S:1:pos:R:3
N 0.856 -0.498 2.660
N 0.349 -0.594 -2.354
N -0.974 1.060 0.694
C 0.195 -0.311 -0.910
C -0.705 0.611 -0.546
H -1.895 1.466 0.811
H -1.321 1.085 -1.306
H 1.263 -0.340 -2.724
H -0.353 -0.078 -2.883
H 0.056 -0.950 3.100
H 0.908 -0.849 -0.316
H -0.605 0.587 1.518
H 0.186 -1.581 -2.592
H 1.520 -1.259 2.548
H 1.275 0.064 3.401
```

The calculation puts the energy above the lowest of the compared OMol25 structures with the same formula, charge and spin at 29.7 kcal/mol. As for the HOMO energy: -12.9 eV. The calculated total energy is -246.21129 Eh. As for the total charge: +1. The HOMO-LUMO gap is 9.4373 eV.

Results of the Mulliken charge analysis, in e, for atoms 1 through 6:
1. N -0.7972
2. N -0.2895
3. N -0.3507
4. C -0.3181
5. C -0.2259
6. H 0.2646

Entry from the OMol25 dataset: a 2-piece molecular cluster, C2H10N3 overall (the ωB97M-V functional and the def2-TZVPD basis).

The geometry in XYZ format:
```
15
Properties=species:S:1:pos:R:3
N 0.335 -3.078 -0.295
N -0.554 -0.907 -0.328
N -0.435 1.684 -0.319
C 0.352 -1.774 -0.672
C 0.108 2.267 0.956
H 1.252 -3.487 -0.454
H -1.343 2.083 -0.534
H -0.704 2.558 1.633
H 0.671 3.169 0.713
H 0.082 2.019 -1.135
H -1.319 -1.394 0.144
H 0.082 -3.283 0.663
H 1.158 -1.537 -1.365
H -0.347 0.268 -0.393
H 0.663 1.414 1.387
```

The calculation puts the energy above the lowest of the compared OMol25 structures with the same formula, charge and spin at 21.7 kcal/mol. As for the HOMO energy: -15.1 eV. The calculated total energy is -246.22399 Eh. As for the total charge: +1. The HOMO-LUMO gap is 11.8072 eV.

Results of the Mulliken charge analysis, in e, for atoms 1 through 6:
1. N -0.4735
2. N -0.3625
3. N -0.6637
4. C 0.1918
5. C -0.6455
6. H 0.3071